{"formula": "C45H120O15", "method": "ωB97M-V/def2-TZVPD", "homo_lumo_gap_ev": 9.869, "e_homo_ev": -9.420, "fmax_ha_per_bohr": 0.0313, "lumo_ev": 0.4496, "e_above_lowest_ev": 1.517, "species": ["C", "C", "C", "O", "H", "H", "H", "H", "H", "H", "H", "H", "C", "C", "C", "O", "H", "H", "H", "H", "H", "H", "H", "H", "C", "C", "C", "O", "H", "H", "H", "H", "H", "H", "H", "H", "C", "C", "C", "O", "H", "H", "H", "H", "H", "H", "H", "H", "C", "C", "C", "O", "H", "H", "H", "H", "H", "H", "H", "H", "C", "C", "C", "O", "H", "H", "H", "H", "H", "H", "H", "H", "C", "C", "C", "O", "H", "H", "H", "H", "H", "H", "H", "H", "C", "C", "C", "O", "H", "H", "H", "H", "H", "H", "H", "H", "C", "C", "C", "O", "H", "H", "H", "H", "H", "H", "H", "H", "C", "C", "C", "O", "H", "H", "H", "H", "H", "H", "H", "H", "C", "C", "C", "O", "H", "H", "H", "H", "H", "H", "H", "H", "C", "C", "C", "O", "H", "H", "H", "H", "H", "H", "H", "H", "C", "C", "C", "O", "H", "H", "H", "H", "H", "H", "H", "H", "C", "C", "C", "O", "H", "H", "H", "H", "H", "H", "H", "H", "C", "C", "C", "O", "H", "H", "H", "H", "H", "H", "H", "H"], "positions_angstrom": [[2.6126, -1.6240, 3.0676], [2.4475, -0.8570, 4.3629], [3.6740, -0.9104, 5.2345], [2.1692, 0.5171, 4.0041], [1.6946, -1.6277, 2.4791], [2.8785, -2.6572, 3.3009], [3.4315, -1.2112, 2.4753], [1.5681, -1.2417, 4.8956], [4.4974, -0.3929, 4.7383], [3.9609, -1.9269, 5.4930], [3.4921, -0.3642, 6.1690], [2.2286, 1.0618, 4.7974], [-3.5076, -2.3889, 0.4209], [-3.6763, -3.8108, -0.0941], [-4.7773, -4.5481, 0.6442], [-4.0232, -3.7577, -1.4820], [-4.4918, -1.9106, 0.4648], [-2.8607, -1.8062, -0.2333], [-3.0446, -2.3553, 1.4111], [-2.7268, -4.3448, -0.0502], [-5.7310, -4.0615, 0.4440], [-4.6296, -4.5683, 1.7312], [-4.7819, -5.5969, 0.3435], [-4.8046, -3.1874, -1.5709], [3.4648, -0.1119, -3.2384], [3.1427, 0.9613, -4.2545], [1.6856, 1.3206, -4.3032], [3.8884, 2.1674, -3.9256], [3.0950, -1.0972, -3.5191], [2.9844, 0.1476, -2.2869], [4.5338, -0.1413, -3.0189], [3.4496, 0.6664, -5.2641], [1.4573, 2.0161, -5.1139], [1.3041, 1.7826, -3.3881], [1.0997, 0.4118, -4.4753], [4.8194, 2.0088, -4.1130], [-7.8330, -0.3864, -2.5169], [-6.4411, -0.9302, -2.7823], [-5.3876, -0.3096, -1.8974], [-6.3969, -2.3517, -2.5619], [-7.9030, 0.6948, -2.6338], [-8.1981, -0.6942, -1.5378], [-8.5219, -0.7937, -3.2710], [-6.1356, -0.7258, -3.8184], [-5.2557, 0.7570, -2.0754], [-4.4165, -0.7873, -2.0495], [-5.6408, -0.4438, -0.8387], [-7.0777, -2.7513, -3.1124], [-1.1990, 0.5302, -0.9412], [-0.0038, -0.3205, -0.4373], [1.0608, 0.6383, 0.0829], [-0.4055, -1.2059, 0.6069], [-1.7145, 0.0525, -1.7805], [-0.8607, 1.5143, -1.2645], [-1.9515, 0.6417, -0.1584], [0.3461, -0.9269, -1.2749], [0.6074, 1.3713, 0.7528], [1.6536, 1.1334, -0.6857], [1.7634, 0.0814, 0.7189], [-0.3662, -0.8094, 1.4939], [-3.2360, -4.1898, 4.1742], [-2.1561, -3.7600, 5.1306], [-1.5934, -2.3721, 4.8781], [-2.6701, -3.8963, 6.4657], [-3.5914, -5.1870, 4.4532], [-2.8531, -4.2641, 3.1618], [-4.1253, -3.5585, 4.2498], [-1.3365, -4.4934, 5.0437], [-0.8509, -2.1524, 5.6558], [-2.3763, -1.6224, 5.0499], [-1.1677, -2.2586, 3.8853], [-2.1039, -3.4045, 7.0676], [-2.7207, 0.4322, 3.4360], [-1.4119, 1.1752, 3.5370], [-1.0560, 1.5484, 4.9544], [-0.4055, 0.3417, 2.9629], [-3.4947, 0.8896, 4.0508], [-2.5995, -0.6215, 3.7022], [-3.0788, 0.4021, 2.3999], [-1.4849, 2.0912, 2.9366], [-1.0154, 0.6648, 5.6030], [-1.7501, 2.2454, 5.4229], [-0.0535, 1.9897, 4.9806], [0.4872, 0.5404, 3.3044], [-2.1143, 1.3865, -4.4743], [-2.6554, 2.8025, -4.5892], [-1.7144, 3.7632, -5.3192], [-3.9102, 2.7421, -5.2994], [-1.8559, 0.9637, -5.4468], [-2.9666, 0.8070, -4.1131], [-1.3051, 1.2933, -3.7526], [-2.8511, 3.2381, -3.6113], [-1.4629, 3.3788, -6.3134], [-0.7857, 3.8892, -4.7536], [-2.1775, 4.7397, -5.4575], [-3.7224, 2.3934, -6.1773], [1.7787, 3.7368, 2.6815], [1.3167, 5.1232, 2.3445], [0.1236, 5.5810, 3.2000], [2.4467, 6.0103, 2.6339], [2.1035, 3.7201, 3.7263], [2.6489, 3.4534, 2.0879], [0.9770, 3.0056, 2.5638], [1.0791, 5.2750, 1.2855], [-0.8427, 5.1785, 2.9103], [0.0913, 6.6755, 3.2346], [0.3499, 5.3530, 4.2502], [2.2252, 6.8912, 2.3179], [4.0212, 5.1734, -1.5531], [2.9246, 4.2054, -1.1635], [1.6628, 4.3721, -1.9952], [3.3792, 2.8343, -1.2820], [4.8916, 5.0372, -0.9145], [3.6503, 6.1966, -1.4937], [4.3273, 4.9667, -2.5838], [2.6636, 4.3380, -0.1100], [1.2928, 5.4047, -1.9047], [0.8628, 3.7379, -1.6219], [1.8835, 4.2568, -3.0584], [3.5406, 2.7277, -2.2436], [4.9901, 1.3424, 1.8294], [5.8342, 2.3292, 1.0402], [7.2825, 2.3374, 1.4988], [5.8430, 1.9574, -0.3384], [5.3953, 0.3356, 1.7225], [3.9822, 1.3289, 1.3966], [4.9015, 1.6331, 2.8771], [5.3745, 3.3249, 1.1249], [7.7042, 1.3393, 1.3782], [7.3563, 2.6430, 2.5418], [7.8554, 3.0132, 0.8612], [4.9345, 2.0793, -0.6675], [-1.5040, -2.5337, -4.0519], [-0.2600, -3.3207, -3.7480], [-0.5769, -4.7279, -3.2465], [0.4963, -3.3679, -4.9515], [-1.9826, -2.1774, -3.1432], [-2.2084, -3.1157, -4.6494], [-1.2460, -1.6706, -4.6752], [0.3296, -2.8222, -2.9666], [0.2859, -5.0541, -2.6590], [-0.7379, -5.4455, -4.0550], [-1.4947, -4.7851, -2.6567], [1.1887, -4.0291, -4.8490], [3.9476, -3.6055, -1.8085], [4.5380, -3.4478, -0.4260], [4.5201, -2.0026, 0.0239], [3.8387, -4.2614, 0.5190], [4.0700, -4.6133, -2.2110], [4.4702, -2.9289, -2.4992], [2.8825, -3.3657, -1.8863], [5.5734, -3.7964, -0.4376], [5.1365, -1.3552, -0.6091], [4.9223, -1.9298, 1.0348], [3.5008, -1.6027, 0.0007], [2.9127, -3.9645, 0.4834], [-1.4967, 4.1902, 0.1317], [-2.6791, 4.4053, -0.7680], [-3.5159, 3.1582, -0.9204], [-3.4441, 5.4788, -0.1751], [-1.7592, 3.8595, 1.1348], [-0.8507, 5.0655, 0.1352], [-0.8989, 3.3662, -0.2739], [-2.2714, 4.7562, -1.7263], [-3.7491, 2.6299, 0.0096], [-3.0556, 2.4051, -1.5614], [-4.5004, 3.4025, -1.3367], [-4.1714, 5.6954, -0.7671], [0.9122, -5.8907, 0.1817], [0.1905, -4.5840, 0.4559], [-0.5204, -4.5409, 1.7902], [1.1409, -3.5069, 0.4418], [0.1797, -6.6905, 0.3145], [1.7566, -6.0569, 0.8492], [1.2721, -5.9102, -0.8461], [-0.5469, -4.4304, -0.3416], [0.1502, -4.6777, 2.6430], [-1.2769, -5.3298, 1.8845], [-1.0306, -3.5826, 1.9219], [0.6302, -2.6843, 0.3516]], "mulliken_charge": [0.39, 0.94, -1.57, -0.40, -0.50, 0.55, -0.66, -0.49, 0.26, 0.41, 0.49, 0.24, 0.04, 1.02, -1.57, -0.53, 0.28, -0.27, -0.10, -0.22, 0.37, 0.18, 0.43, 0.21, -0.67, 0.02, -0.53, -0.62, 0.42, -0.21, 0.43, 0.37, 0.48, -0.46, 0.34, 0.31, -1.47, 0.54, -0.59, -0.51, 0.34, 0.36, 0.43, 0.18, 0.37, -0.26, 0.36, 0.29, 0.05, 1.39, -0.14, 2.28, -0.15, -0.05, -0.25, -0.57, -0.06, 0.16, -1.03, -1.38, -0.84, 0.45, -0.81, -0.61, 0.41, -0.24, 0.41, 0.07, 0.31, 0.55, -0.07, 0.35, -1.06, 2.37, -1.51, 1.65, 0.57, -0.55, -0.12, -0.97, 0.23, 0.47, 0.20, -0.87, -0.29, 0.96, -1.37, -0.62, 0.63, 0.20, -0.38, -0.42, 0.42, 0.12, 0.39, 0.38, -0.15, 0.88, -1.28, -0.63, 0.56, -0.26, -0.21, -0.26, 0.25, 0.41, 0.33, 0.36, -1.82, 1.50, -0.86, 0.45, 0.30, 0.48, 0.35, -0.71, 0.65, -0.34, 0.48, -0.14, -0.38, 1.00, -1.75, -0.59, 0.24, -0.49, 0.41, 0.10, 0.37, 0.37, 0.43, 0.19, -1.44, 2.09, -1.35, -0.69, 0.14, 0.43, 0.31, -0.70, 0.23, 0.47, 0.15, 0.38, -0.97, -0.06, -0.18, -0.67, 0.37, 0.45, -0.14, 0.49, 0.57, 0.20, -0.51, 0.18, -0.42, 0.32, -0.81, -0.60, 0.22, 0.43, -0.30, 0.09, 0.38, -0.33, 0.56, 0.37, -2.11, 1.53, -0.89, 1.23, 0.44, 0.43, 0.30, -0.64, 0.48, 0.65, -0.44, -0.93]}